w) {
  "formula": "C3H5N3O",
  "method": "the ωB97M-V functional and the def2-TZVPD basis",
  "homo_energy_ev": -8.72,
  "e_lumo_ev": 1.021,
  "symbols": ["O", "C", "C", "N", "N", "C", "N", "H", "H", "H", "H", "H"],
  "xyz": [[-2.02, 0.28, -1.01], [-1.74, 0.21, 0.37], [-0.29, 0.32, 0.65], [0.70, 1.00, 0.53], [1.89, 0.84, 0.11], [1.65, -1.23, -0.41], [0.50, -1.46, -0.26], [-1.54, -0.45, -1.42], [-2.11, -0.72, 0.81], [-2.24, 1.05, 0.86], [2.52, 1.56, 0.47], [2.67, -1.41, -0.70]]
}



x) {
  "formula": "C3H5N3O",
  "method": "the ωB97M-V functional and the def2-TZVPD basis",
  "homo_energy_ev": -8.30,
  "e_lumo_ev": 0.274,
  "symbols": ["N", "C", "C", "O", "N", "C", "N", "H", "H", "H", "H", "H"],
  "xyz": [[0.17, 1.74, 0.04], [0.46, 0.34, 0.02], [1.70, -0.35, 0.03], [1.72, -1.60, 0.02], [-0.49, -1.92, -0.04], [-0.51, -0.64, -0.02], [-1.92, -0.81, -0.06], [0.55, 2.19, 0.86], [0.53, 2.22, -0.78], [2.64, 0.22, 0.06], [-2.40, -0.69, -0.93], [-2.45, -0.71, 0.79]]
}



Stability, highest: x)



w) {
  "formula": "C3H5N3O",
  "method": "the ωB97M-V functional and the def2-TZVPD basis",
  "homo_energy_ev": -9.00,
  "e_lumo_ev": 0.746,
  "symbols": ["O", "C", "C", "N", "N", "C", "N", "H", "H", "H", "H", "H"],
  "xyz": [[0.68, -0.29, 2.20], [1.25, 0.82, 1.59], [0.22, 0.31, -0.37], [0.06, -0.73, -1.02], [-1.19, -0.84, -1.63], [-1.86, 0.23, -1.95], [0.65, 1.22, 0.31], [0.84, -1.07, 1.65], [2.29, 0.65, 1.31], [1.18, 1.65, 2.28], [-1.37, -1.81, -1.88], [-2.74, -0.12, -2.51]]
}



x) {
  "formula": "C3H5N3O",
  "method": "the ωB97M-V functional and the def2-TZVPD basis",
  "homo_energy_ev": -9.93,
  "smiles": "CC1=NN=CNO1",
  "e_lumo_ev": 0.646,
  "symbols": ["C", "C", "C", "H", "H", "H", "H", "H", "N", "N", "N", "O"],
  "xyz": [[1.91, 0.07, 0.04], [0.45, 0.37, -0.28], [-1.98, 0.12, 0.01], [2.42, -0.58, -0.71], [2.35, 1.11, 0.09], [2.21, -0.22, 1.17], [-3.03, 0.05, 0.09], [-1.73, -1.78, 0.18], [-0.03, 1.37, 0.07], [-1.48, 1.21, -0.34], [-0.99, -0.90, 0.40], [-0.10, -0.82, -0.71]]
}



Stability, highest: w)



w) {
  "formula": "C3H5N3O",
  "method": "the ωB97M-V functional and the def2-TZVPD basis",
  "homo_energy_ev": -9.53,
  "smiles": "NCc1nnco1",
  "e_lumo_ev": 0.791,
  "symbols": ["C", "C", "C", "H", "H", "H", "H", "H", "N", "N", "N", "O"],
  "xyz": [[-0.21, -0.63, -0.90], [-0.04, 0.07, 0.28], [0.83, 0.11, 2.21], [-0.95, -0.02, -2.83], [-0.43, 1.23, -1.80], [-0.91, -1.51, -0.90], [0.75, -1.15, -1.23], [1.48, -0.07, 2.99], [-0.88, 0.30, -1.88], [-0.50, 1.13, 0.85], [0.08, 1.21, 2.06], [0.79, -0.68, 1.15]]
}



x) {
  "formula": "C3H5N3O",
  "method": "the ωB97M-V functional and the def2-TZVPD basis",
  "homo_energy_ev": -8.89,
  "smiles": "[H]/N=C/N=C1/CON1",
  "e_lumo_ev": 1.009,
  "symbols": ["O", "C", "C", "N", "N", "C", "N", "H", "H", "H", "H", "H"],
  "xyz": [[1.93, -0.01, 1.16], [1.10, 1.19, 1.18], [0.13, 0.46, 0.28], [0.92, -0.62, 0.37], [-0.95, -1.41, -1.22], [-1.53, -0.28, -1.04], [-0.99, 0.75, -0.29], [1.05, -1.48, -0.14], [1.62, 2.04, 0.74], [0.73, 1.41, 2.19], [-1.52, -2.03, -1.79], [-2.51, -0.03, -1.45]]
}



Stability, highest: w)



w) {
  "formula": "C3H5N3O",
  "method": "the ωB97M-V functional and the def2-TZVPD basis",
  "homo_energy_ev": -9.06,
  "smiles": "O=C1CNN=CN1",
  "e_lumo_ev": 0.810,
  "symbols": ["C", "C", "C", "H", "H", "H", "H", "H", "N", "N", "N", "O"],
  "xyz": [[-1.26, 0.08, -0.03], [-0.22, -1.20, 0.23], [0.86, 1.18, 0.10], [-0.57, -2.05, -0.34], [-0.21, -1.35, 1.30], [1.83, -1.55, -0.71], [1.12, 2.14, 0.49], [-1.23, 2.05, -0.44], [0.96, -0.80, -0.49], [1.70, 0.26, 0.18], [-0.49, 1.25, -0.28], [-2.47, -0.02, -0.01]]
}



x) {
  "formula": "C3H5N3O",
  "method": "the ωB97M-V functional and the def2-TZVPD basis",
  "homo_energy_ev": [-8.95, -8.95],
  "e_lumo_ev": [-0.100, -0.101],
  "symbols": ["O", "C", "C", "N", "N", "C", "N", "H", "H", "H", "H", "H"],
  "xyz": [[-0.79, 0.50, -1.47], [0.48, 1.07, -1.52], [0.62, 0.51, -0.14], [-0.62, 0.87, 0.48], [-0.83, -0.11, 1.27], [0.10, -1.22, 1.00], [1.15, -0.58, 0.27], [-0.43, -1.88, 0.30], [0.48, 2.16, -1.64], [1.17, 0.60, -2.22], [-1.71, -0.13, 1.78], [0.38, -1.79, 1.89]]
}



Stability, highest: w)



w) {
  "formula": "C3H5N3O",
  "method": "the ωB97M-V functional and the def2-TZVPD basis",
  "homo_energy_ev": -9.50,
  "smiles": "[H]/N=C(\\N)[C@@H]1NC1=O",
  "e_lumo_ev": 0.707,
  "symbols": ["N", "C", "C", "N", "C", "O", "N", "H", "H", "H", "H", "H"],
  "xyz": [[-1.79, -0.54, -0.20], [-0.55, -0.20, 0.28], [0.58, -0.31, -0.70], [1.96, -0.34, -0.11], [1.48, 0.86, -0.53], [1.64, 2.04, -0.54], [-0.24, 0.26, 1.43], [-2.59, -0.14, 0.29], [-1.93, -0.66, -1.19], [0.47, -0.89, -1.62], [2.03, -0.52, 0.89], [-1.06, 0.43, 2.01]]
}



x) {
  "formula": "C3H5N3O",
  "method": "the ωB97M-V functional and the def2-TZVPD basis",
  "homo_energy_ev": [-8.89, -8.88],
  "e_lumo_ev": [-0.712, -0.712],
  "symbols": ["O", "C", "C", "N", "N", "C", "N", "H", "H", "H", "H", "H"],
  "xyz": [[1.00, 0.37, -1.24], [0.77, 1.58, -0.63], [-0.14, 0.80, 0.26], [-1.08, 0.11, -0.60], [-1.21, -1.01, -0.05], [-0.10, -1.19, 0.92], [0.18, 0.14, 1.33], [0.73, -1.42, 0.21], [0.29, 2.32, -1.29], [1.60, 2.01, -0.06], [-1.76, -1.72, -0.51], [-0.27, -1.97, 1.66]]
}



Stability, highest: w)



w) {
  "formula": "C3H5N3O",
  "method": "the ωB97M-V functional and the def2-TZVPD basis",
  "homo_energy_ev": [-8.58, -8.56],
  "e_lumo_ev": [0.052, 0.012],
  "symbols": ["C", "C", "C", "N", "N", "N", "O", "H", "H", "H", "H", "H"],
  "xyz": [[-0.28, -0.08, -0.40], [-1.31, 0.76, 0.38], [1.64, -1.31, -0.45], [0.34, 2.34, 1.09], [-2.52, 0.51, 0.32], [0.62, -0.64, 0.18], [-0.78, 1.87, 1.16], [-0.39, -0.20, -1.46], [2.34, -0.61, -0.31], [1.64, -1.37, -1.50], [1.90, -2.25, -0.04], [-3.21, 0.98, 1.04]]
}



x) {
  "formula": "C3H5N3O",
  "method": "the ωB97M-V functional and the def2-TZVPD basis",
  "homo_energy_ev": -9.12,
  "smiles": "O/N=C1/C=NNC1",
  "e_lumo_ev": 0.309,
  "symbols": ["C", "C", "C", "H", "H", "H", "H", "H", "N", "N", "N", "O"],
  "xyz": [[-0.35, 0.31, -0.34], [0.26, -1.05, -0.11], [0.80, 1.31, -0.13], [-3.30, 0.43, 0.13], [0.16, -1.62, -1.03], [-0.01, -1.48, 0.91], [2.09, -1.10, 0.68], [0.84, 2.48, -0.07], [-1.56, 0.80, -0.13], [1.66, -0.68, -0.20], [1.95, 0.79, 0.18], [-2.55, -0.18, 0.11]]
}



Stability, highest: x)



w) {
  "formula": "C4H10N2O2",
  "method": "the ωB97M-V functional and the def2-TZVPD basis",
  "homo_energy_ev": -6.90,
  "smiles": "C[C@H](O)/C(N)=C(\\N)O",
  "e_lumo_ev": 0.745,
  "symbols": ["C", "C", "C", "C", "N", "N", "O", "O", "H", "H", "H", "H", "H", "H", "H", "H", "H", "H"],
  "xyz": [[0.76, -0.58, 0.02], [1.80, -0.71, -1.07], [-1.27, 0.64, 0.65], [-0.39, 0.31, -0.32], [-1.20, 0.18, 1.96], [-0.52, 0.80, -1.63], [-2.33, 1.47, 0.35], [0.26, -1.84, 0.44], [-2.99, 1.36, 1.05], [1.00, -2.45, 0.50], [1.23, -0.14, 1.05], [-0.31, -0.40, 2.08], [-1.27, 0.91, 2.66], [-1.28, 1.46, -1.69], [0.31, 1.22, -2.02], [2.61, -1.37, -0.74], [2.22, 0.26, -1.33], [1.35, -1.13, -1.97]]
}



x) {
  "formula": "C4H10N2O2",
  "method": "the ωB97M-V functional and the def2-TZVPD basis",
  "homo_energy_ev": -8.83,
  "smiles": "CNC(=O)CNCO",
  "e_lumo_ev": 0.706,
  "symbols": ["O", "C", "N", "C", "C", "N", "C", "O", "H", "H", "H", "H", "H", "H", "H", "H", "H", "H"],
  "xyz": [[-0.43, 2.14, -1.71], [-0.41, 1.25, -0.88], [-1.41, 0.33, -0.80], [-1.83, -0.60, 0.22], [0.48, 1.37, 0.34], [1.06, 0.12, 0.77], [1.76, -0.78, -0.14], [1.53, -2.12, 0.21], [-2.11, 0.51, -1.51], [-1.57, -1.60, -0.02], [-1.37, -0.34, 1.17], [-2.91, -0.59, 0.27], [-0.14, 1.71, 1.17], [1.26, 2.12, 0.20], [1.26, -0.03, 1.74], [1.40, -0.53, -1.14], [2.83, -0.62, -0.01], [0.61, -2.35, 0.12]]
}



Stability, highest: x)